(1)
{
  "formula": "C6H10O",
  "method": "ωB97M-V with the def2-TZVPD basis set",
  "symbols": ["C", "C", "C", "C", "C", "C", "O", "H", "H", "H", "H", "H", "H", "H", "H", "H", "H"],
  "xyz": [[1.018847, -1.719431, -0.100273], [1.956886, -2.988618, -0.071244], [0.902790, -1.232169, -1.529019], [0.804279, 1.012715, 1.085287], [-1.386157, 0.167837, 0.098152], [-0.220693, -0.064384, 0.988645], [0.679822, -3.140878, -0.028384], [1.593540, -1.805980, -2.157355], [1.182671, -0.183294, -1.594238], [-0.103866, -1.372628, -1.925476], [1.723140, 0.643208, 1.527904], [0.430872, 1.821783, 1.715746], [1.028420, 1.430810, 0.107368], [-1.952593, 1.016536, 0.490663], [-2.051780, -0.687428, 0.062790], [-1.083834, 0.432334, -0.910296], [-0.412998, -0.615223, 1.897418]],
  "atomic_forces_ev_per_a": [[-0.4, 1.3, -0.2], [-1.0, 1.6, 1.1], [0.1, -0.3, 0.2], [0.1, -0.1, 0.1], [0.0, -0.1, 0.1], [2.0, -2.4, -1.0], [-0.4, -0.6, -0.1], [-0.1, 0.1, -0.1], [0.0, 0.1, 0.0], [0.0, 0.1, -0.1], [0.1, 0.0, 0.1], [-0.1, 0.2, 0.0], [0.0, 0.1, -0.1], [-0.1, 0.1, 0.1], [-0.1, -0.1, 0.0], [0.1, 0.0, -0.1], [-0.1, 0.0, 0.1]],
  "lumo_ev": 0.335,
  "spin_multiplicity": 1,
  "charge": 0,
  "energy_ha": -309.62138,
  "fmax_ev_per_a": 3.28,
  "de_lowest_kj_mol": 580.2,
  "homo_ev": -8.84,
  "gap_ha": 0.3371
}

(2)
{
  "formula": "C6H10O",
  "method": "ωB97M-V with the def2-TZVPD basis set",
  "symbols": ["C", "C", "C", "C", "C", "C", "O", "H", "H", "H", "H", "H", "H", "H", "H", "H", "H"],
  "xyz": [[-1.079668, -1.921795, -0.273609], [-0.396882, -0.644327, 0.110187], [0.219747, -0.358197, 1.256701], [0.811657, 1.027920, 1.290818], [0.514287, 1.589126, -0.120964], [-0.296201, 0.504745, -0.876065], [0.282971, 0.095023, -2.108883], [-0.657824, -2.331897, -1.198485], [-2.144432, -1.745935, -0.466498], [-0.993913, -2.683018, 0.507805], [0.289090, -1.041732, 2.102105], [1.886322, 1.008998, 1.515141], [0.340857, 1.631362, 2.077768], [-0.045198, 2.527916, -0.068437], [1.432614, 1.799097, -0.682149], [-1.285696, 0.877059, -1.170804], [1.122271, -0.334343, -1.894631]],
  "atomic_forces_ev_per_a": [[0.0, 0.0, 0.0], [0.1, 0.0, 0.1], [0.0, 0.0, -0.1], [0.0, 0.0, 0.0], [0.0, 0.0, 0.0], [-0.2, 0.1, 0.2], [0.3, -0.1, 0.0], [0.0, 0.1, 0.1], [0.1, 0.0, 0.0], [0.0, 0.2, -0.1], [0.0, 0.1, -0.2], [-0.2, 0.0, 0.0], [0.1, -0.1, -0.1], [0.1, -0.1, 0.0], [-0.2, -0.1, 0.1], [0.1, -0.1, 0.1], [-0.1, 0.1, -0.1]],
  "lumo_ev": 0.996,
  "spin_multiplicity": 1,
  "charge": 0,
  "smiles": "CC1=CCC[C@H]1O",
  "energy_ha": -309.84141,
  "fmax_ev_per_a": 0.30,
  "de_lowest_kj_mol": 2.5,
  "homo_ev": -9.19,
  "gap_ha": 0.3745
}

(3)
{
  "formula": "C6H10O",
  "method": "ωB97M-V with the def2-TZVPD basis set",
  "symbols": ["O", "C", "C", "C", "C", "C", "C", "H", "H", "H", "H", "H", "H", "H", "H", "H", "H"],
  "xyz": [[0.570609, 0.158219, 2.274394], [0.399046, 1.316804, -1.357113], [1.145545, 0.351979, -1.895156], [0.674586, -0.823973, 1.266322], [-0.650685, -1.081787, 0.540618], [-1.371881, 0.154948, 0.049518], [-0.918544, 1.151481, -0.719765], [-0.194882, -0.062599, 2.817795], [0.748114, 2.346217, -1.419279], [2.101719, 0.566399, -2.361574], [0.820320, -0.685347, -1.911679], [1.037793, -1.779475, 1.679278], [1.432270, -0.454031, 0.572819], [-0.470761, -1.786677, -0.281897], [-1.322642, -1.610032, 1.231634], [-2.398865, 0.253328, 0.401774], [-1.601742, 1.984548, -0.887691]],
  "atomic_forces_ev_per_a": [[-0.2, 0.0, 0.2], [0.1, -0.2, -0.1], [-0.1, 0.1, 0.0], [0.1, -0.2, -0.3], [0.0, 0.0, 0.0], [0.0, 0.2, -0.1], [-0.1, -0.1, 0.1], [0.1, 0.1, 0.1], [0.0, -0.1, 0.0], [-0.1, 0.0, 0.1], [0.0, 0.2, 0.0], [-0.1, 0.2, -0.1], [-0.1, -0.1, 0.1], [0.0, 0.1, 0.1], [0.1, 0.1, -0.1], [0.2, 0.0, -0.1], [0.1, -0.1, 0.0]],
  "lumo_ev": 0.904,
  "spin_multiplicity": 1,
  "charge": 0,
  "smiles": "C=C/C=C\\CCO",
  "energy_ha": -309.79669,
  "fmax_ev_per_a": 0.43,
  "de_lowest_kj_mol": 119.9,
  "homo_ev": -8.87,
  "gap_ha": 0.3590
}

(4)
{
  "formula": "C6H10O",
  "method": "ωB97M-V with the def2-TZVPD basis set",
  "symbols": ["C", "C", "C", "C", "C", "C", "O", "H", "H", "H", "H", "H", "H", "H", "H", "H", "H"],
  "xyz": [[-1.155568, 1.526324, -1.139124], [-0.678900, 0.600995, -0.042118], [-0.549980, 1.036894, 1.209481], [2.008384, -0.846710, 0.431069], [0.659442, -1.529039, 0.415366], [-0.339023, -0.809209, -0.478487], [2.380632, -0.064731, -0.409995], [-1.414556, 0.979456, -2.052047], [-0.362233, 2.235950, -1.402644], [-2.033980, 2.104544, -0.835306], [-0.180778, 0.407908, 2.013498], [-0.793868, 2.061451, 1.479120], [2.676112, -1.122580, 1.274817], [0.302422, -1.640028, 1.445575], [0.830103, -2.553567, 0.054729], [0.071469, -0.769292, -1.493380], [-1.267173, -1.393177, -0.545840]],
  "atomic_forces_ev_per_a": [[-0.1, 0.1, -0.1], [0.0, 0.1, 0.1], [0.0, -0.1, -0.1], [0.1, 0.2, -0.2], [0.0, 0.0, 0.0], [0.0, 0.0, 0.0], [-0.1, -0.3, 0.3], [0.0, 0.0, 0.2], [-0.1, -0.1, 0.0], [0.2, -0.1, 0.0], [0.0, 0.1, -0.1], [0.0, -0.1, -0.1], [0.0, 0.0, -0.1], [0.1, 0.0, -0.1], [0.0, 0.1, 0.0], [0.0, 0.0, 0.1], [0.1, 0.1, 0.0]],
  "lumo_ev": 1.022,
  "spin_multiplicity": 1,
  "charge": 0,
  "smiles": "C=C(C)CCC=O",
  "energy_ha": -309.82373,
  "fmax_ev_per_a": 0.50,
  "de_lowest_kj_mol": 48.9,
  "homo_ev": -9.27,
  "gap_ha": 0.3783
}

(5)
{
  "formula": "C6H10O",
  "method": "ωB97M-V with the def2-TZVPD basis set",
  "symbols": ["C", "C", "C", "C", "C", "O", "C", "H", "H", "H", "H", "H", "H", "H", "H", "H", "H"],
  "xyz": [[0.743737, 1.584661, 1.028656], [-0.104846, 0.798833, 0.095571], [0.311646, 0.264917, -1.149640], [-0.273928, -1.277451, -0.873145], [0.658214, -1.897552, -0.023094], [-1.624541, -0.829193, -0.430082], [-1.459885, 0.275888, 0.421436], [0.973251, 2.581457, 0.627458], [1.712188, 1.082019, 1.177579], [0.264145, 1.709511, 2.005361], [-0.314227, 0.502670, -2.017288], [1.374885, 0.339825, -1.386868], [-0.530937, -1.858943, -1.765917], [1.247641, -1.329609, 0.688564], [0.830653, -2.968672, -0.071295], [-2.266847, 0.984707, 0.178560], [-1.541149, 0.036932, 1.494144]],
  "atomic_forces_ev_per_a": [[0.0, 0.0, 0.0], [-0.4, 1.0, 0.9], [-0.1, -1.7, -1.0], [-0.9, 1.9, -1.4], [0.6, -1.0, 1.1], [0.5, -0.9, 0.1], [0.1, 0.4, 0.3], [0.0, -0.1, 0.1], [-0.1, 0.1, 0.0], [0.1, 0.0, -0.2], [0.2, 0.3, 0.0], [-0.1, -0.1, 0.0], [0.2, 0.1, 0.1], [-0.1, -0.1, -0.1], [0.0, 0.1, 0.0], [0.1, -0.1, 0.1], [0.0, -0.1, -0.1]],
  "lumo_ev": [-0.076, 0.599],
  "spin_multiplicity": 1,
  "charge": 0,
  "energy_ha": -309.70308,
  "fmax_ev_per_a": 2.49,
  "de_lowest_kj_mol": 365.7,
  "homo_ev": [-7.22, -8.29],
  "gap_ha": [0.2626, 0.3265]
}

(6)
{
  "formula": "C6H10O",
  "method": "ωB97M-V with the def2-TZVPD basis set",
  "symbols": ["C", "C", "C", "C", "C", "C", "O", "H", "H", "H", "H", "H", "H", "H", "H", "H", "H"],
  "xyz": [[-1.108214, -0.513216, -0.543678], [-1.505162, -0.764763, -1.924549], [-1.872512, 0.524871, 0.310657], [1.024451, 0.627041, -0.925804], [0.897510, -0.937760, 1.146719], [0.444663, -0.707350, -0.342927], [-1.868617, -1.636928, -1.093625], [-2.019248, 0.253177, 1.359992], [-2.804890, 0.712405, -0.163475], [-1.352127, 1.420648, 0.275542], [0.859552, 0.691080, -1.984892], [2.081407, 0.673157, -0.850212], [0.431317, 1.376753, -0.516465], [0.290779, -1.701865, 1.724446], [0.705580, 0.002180, 1.747339], [1.922294, -1.083556, 1.192568], [0.674708, -1.646075, -0.990447]],
  "atomic_forces_ev_per_a": [[1.5, 1.0, 1.5], [-0.2, 1.1, -1.9], [0.1, -2.5, -0.4], [-0.2, -2.8, -0.8], [-3.4, 1.3, 0.3], [-1.0, -1.0, -0.3], [-0.4, -1.4, 1.4], [0.0, -0.2, -0.2], [-1.0, 0.1, -0.2], [1.1, 1.7, 0.0], [-0.4, -0.2, -0.7], [0.9, 0.5, 0.8], [-0.1, 1.8, 1.0], [0.9, 0.4, -1.0], [0.2, -0.7, -0.8], [1.9, -0.7, 0.1], [0.0, 1.6, 1.1]],
  "lumo_ev": 0.871,
  "spin_multiplicity": 1,
  "charge": 0,
  "energy_ha": -309.71430,
  "fmax_ev_per_a": 3.64,
  "de_lowest_kj_mol": 336.3,
  "homo_ev": -9.11,
  "gap_ha": 0.3667
}